9
Properties=species:S:1:pos:R:3:mulliken_charge:R:1 method="wB97M-V/def2-TZVPD" gap_ev="5.335 / 8.045" s2=6.02 spin_multiplicity=5 e_homo_ha="-0.233 / -0.331"
O -1.4729 1.4839 -0.2348 -0.72
C -2.3946 0.5126 -0.1948 -0.02
C -1.8758 -0.7932 -0.0625 0.22
C -1.0172 -1.6928 0.1694 -0.92
H -3.4542 0.7631 -0.2959 0.37
C 2.9010 -0.2633 0.4714 -0.28
O 2.8680 0.1115 -0.7300 -0.50
Nd 0.5162 0.3930 0.0351 1.58
H 3.9295 -0.5148 0.8421 0.28